# 1
{
  "formula": "C19H42P2PdSi",
  "method": "the ωB97M-V functional and the def2-TZVPD basis",
  "elements": ["P", "P", "C", "C", "H", "H", "H", "H", "C", "H", "H", "H", "C", "H", "H", "H", "C", "H", "H", "H", "C", "H", "H", "H", "Pd", "C", "C", "C", "C", "C", "C", "C", "C", "C", "H", "H", "H", "H", "H", "H", "H", "H", "H", "H", "H", "H", "H", "H", "H", "C", "Si", "C", "C", "C", "H", "H", "H", "H", "H", "H", "H", "H", "H", "H", "H"],
  "xyz": [[0.12205, -1.42650, -1.63578], [-2.65634, -1.38329, 0.83371], [-0.69472, -2.84905, -0.75819], [-2.20631, -2.67018, -0.47252], [-0.12030, -2.93298, 0.18458], [-0.50032, -3.77346, -1.32991], [-2.75042, -2.35096, -1.37720], [-2.63116, -3.64241, -0.18005], [-1.41238, -1.75548, 2.14602], [-1.44059, -0.96330, 2.91268], [-0.43120, -1.66951, 1.64027], [-1.54789, -2.74249, 2.60595], [-4.29150, -1.90986, 1.44229], [-4.35901, -2.92531, 1.85891], [-5.09999, -1.85225, 0.69988], [-4.62614, -1.26129, 2.25233], [1.28959, -2.62045, -2.62371], [1.67928, -2.13319, -3.52808], [0.80867, -3.55175, -2.96900], [2.15682, -2.94617, -2.03697], [-0.89487, -1.02083, -3.11975], [-1.94692, -0.93565, -2.82346], [-0.73850, -1.76059, -3.92473], [-0.52100, -0.03742, -3.45426], [-1.96561, 0.46329, 0.18083], [2.88434, -1.58965, 0.68288], [3.84948, -2.27593, 0.05775], [5.16043, -1.79504, -0.52819], [4.99794, -0.43924, -1.25640], [3.85575, -0.57856, -2.17837], [2.69392, 0.09924, -1.97294], [2.20451, 0.60964, -0.65903], [2.59732, -0.12033, 0.69338], [-2.50380, 1.46103, -1.53792], [2.21398, -2.18851, 1.32748], [3.76951, -3.35856, 0.16895], [5.60905, -2.56376, -1.21729], [5.86439, -1.65538, 0.31269], [4.83304, 0.40208, -0.57024], [5.90993, -0.21112, -1.81354], [3.96156, -1.36188, -2.96129], [2.04902, 0.34522, -2.81955], [1.09543, 0.67290, -0.65668], [2.50175, 1.65747, -0.51787], [3.39042, 0.45478, 1.21320], [1.71162, -0.07378, 1.35694], [-2.76574, 2.48081, -1.25318], [-3.41264, 0.98473, -1.86908], [-1.69139, 1.40352, -2.26866], [-3.11193, 4.47748, 1.18738], [-1.69057, 3.45419, 1.86297], [-0.12108, 3.72465, 0.89293], [-1.38012, 4.14432, 3.58656], [-1.97693, 1.57575, 2.00766], [-2.76397, 5.43974, 0.79169], [-3.87359, 4.70828, 1.94279], [-3.60899, 3.96214, 0.36137], [0.09051, 4.79877, 0.89242], [0.71541, 3.20685, 1.37237], [-0.18479, 3.36919, -0.13877], [-2.06048, 3.73771, 4.34314], [-0.36075, 3.92557, 3.92328], [-1.50072, 5.23069, 3.58632], [-1.20455, 1.11791, 2.67339], [-2.96852, 1.41816, 2.45761]],
  "forces_ev_per_angstrom": [[0.767, -1.995, -1.010], [-0.030, -3.467, 0.076], [-0.519, 0.094, 0.040], [-0.316, -0.283, 0.415], [-0.310, -0.166, -0.448], [-0.399, 0.325, 0.292], [0.226, -0.196, 0.220], [0.031, 0.156, 0.018], [-0.165, 0.146, 0.199], [-0.115, -0.458, -0.255], [-0.454, -0.135, 0.406], [0.161, 0.124, -0.102], [-0.788, -0.328, 0.421], [0.480, 0.076, -0.210], [0.529, 0.149, -0.177], [0.228, 0.256, 0.022], [0.235, 0.225, 0.158], [-0.102, 0.119, 0.322], [-0.356, 0.456, 0.211], [-0.190, 0.303, 0.076], [-0.017, -0.190, -0.014], [0.189, 0.122, -0.371], [-0.334, 0.336, 0.344], [-0.350, -0.378, -0.023], [1.444, 3.205, -0.292], [0.251, -0.620, -0.313], [0.254, -0.474, 0.887], [0.206, 0.294, -0.084], [0.153, -0.962, 0.699], [-1.490, 0.744, -0.524], [1.056, -0.658, -0.582], [0.003, 1.368, 1.271], [-0.410, 0.449, 0.265], [-0.364, 0.427, -0.383], [0.124, 0.207, -0.731], [0.172, 0.086, 0.054], [-0.508, 0.705, 0.594], [-0.111, -0.305, -0.272], [0.066, -0.363, -0.040], [-0.039, 0.004, -0.055], [0.023, 1.257, -0.100], [-0.265, -0.851, 0.160], [0.913, -0.115, -0.286], [0.158, 0.033, 0.001], [-0.246, -0.350, -0.320], [0.337, 0.574, -0.326], [0.294, 0.077, -0.023], [-0.205, -0.240, -0.449], [-0.204, 0.123, 0.147], [-0.274, -0.092, -0.357], [0.162, -0.892, 0.510], [0.036, 0.231, -0.137], [0.166, 0.014, 0.250], [-0.107, 0.785, 0.445], [0.095, -0.152, 0.099], [0.177, -0.183, -0.047], [-0.071, 0.047, 0.005], [0.177, -0.065, -0.139], [-0.059, 0.036, 0.002], [-0.025, 0.074, 0.010], [-0.004, 0.028, -0.164], [-0.076, 0.003, -0.025], [0.031, 0.032, 0.023], [-0.426, 0.367, -0.432], [0.183, -0.140, 0.051]],
  "mulliken_spin": [0.018, 0.144, -0.023, 0.069, 0.002, -0.001, 0.003, 0.007, 0.065, -0.005, -0.030, 0.008, 0.035, 0.006, -0.004, 0.001, 0.012, 0.000, -0.002, -0.001, 0.009, -0.008, -0.001, -0.005, 0.795, 0.005, -0.001, 0.000, 0.000, -0.001, 0.003, -0.088, -0.003, 0.537, 0.001, 0.000, 0.000, 0.000, 0.000, 0.000, 0.000, 0.000, 0.077, -0.001, 0.001, -0.001, -0.040, 0.011, -0.038, 0.004, -0.012, 0.045, 0.018, 0.406, 0.000, -0.001, -0.001, 0.001, -0.002, -0.007, 0.000, -0.003, 0.004, -0.007, -0.001],
  "molar_mass_da": 467.00,
  "homo_lumo_gap_ev": [7.2, 7.5],
  "homo_energy_ev": [-6.51, -7.90],
  "energy_ev": -50314.7409,
  "total_charge": 0,
  "spin_multiplicity": 3,
  "fmax_ev_per_a": 3.53,
  "de_lowest_kcal_mol": 0.0,
  "lumo_energy_ev": [0.67, -0.41]
}

# 2
{
  "formula": "C4H10NOP",
  "method": "the ωB97M-V functional and the def2-TZVPD basis",
  "elements": ["C", "C", "C", "C", "N", "O", "P", "H", "H", "H", "H", "H", "H", "H", "H", "H", "H"],
  "xyz": [[-0.53162, -1.50083, -0.16607], [-2.31192, 0.26483, 0.22990], [1.70350, 1.60636, -0.51366], [-1.02191, -0.40222, 0.75315], [0.72134, -1.74811, -0.15616], [3.55160, -0.24558, 0.09843], [2.38158, 0.32858, 0.69141], [-1.21258, -2.03812, -0.81562], [-3.01514, 0.29939, 1.01220], [-2.86339, -0.25656, -0.54768], [-2.11906, 1.26479, -0.16465], [2.17679, 1.50060, -1.41884], [0.65796, 1.49767, -0.59784], [2.21434, 2.60710, -0.16120], [-1.32499, -0.97417, 1.64465], [-0.05242, 0.15675, 1.05365], [1.04592, -2.36049, -0.94166]],
  "forces_ev_per_angstrom": [[1.623, 0.476, 0.260], [1.128, 0.728, -0.507], [2.154, 1.132, 2.611], [0.419, -1.454, 0.173], [-0.045, 0.195, -1.410], [2.853, -1.246, -1.368], [-2.641, 1.375, 1.142], [-0.389, 0.028, -0.168], [-0.798, 0.566, 1.101], [0.521, -0.496, -0.309], [-0.127, 0.013, 0.163], [0.922, -0.744, -2.426], [-1.262, 0.751, 0.076], [-1.782, -1.497, -0.150], [0.201, 0.315, 0.116], [-2.251, -0.317, -0.462], [-0.525, 0.176, 1.158]],
  "mulliken_charge": [-0.228, -1.194, -0.747, 0.200, -0.467, -0.447, 0.364, 0.386, 0.335, 0.342, 0.291, 0.321, 0.134, 0.293, 0.266, -0.059, 0.211],
  "molar_mass_da": 119.10,
  "homo_lumo_gap_ev": 8.9,
  "homo_energy_ev": -8.44,
  "energy_ev": -17134.8925,
  "total_charge": 0,
  "fmax_ev_per_a": 3.57,
  "smiles": "[H]/N=C/CC.CP=O",
  "de_lowest_kcal_mol": 47.9,
  "lumo_energy_ev": 0.50
}